#a
{
  "formula": "C5H10N2",
  "method": "the ωB97M-V functional and the def2-TZVPD basis",
  "charge": 0,
  "homo_lumo_gap_ev": 9.387,
  "species": ["C", "C", "C", "C", "N", "C", "N", "H", "H", "H", "H", "H", "H", "H", "H", "H", "H"],
  "xyz": [[1.374, -1.244, -0.804], [-2.288, 1.122, -0.507], [0.936, -0.119, 0.104], [-0.980, 0.566, -0.089], [1.927, 0.359, 0.969], [-0.658, -0.498, 0.864], [0.198, 0.938, -0.507], [1.722, 1.239, 1.424], [2.886, 0.073, 0.822], [2.192, -0.905, -1.450], [1.732, -2.102, -0.228], [0.547, -1.576, -1.433], [-2.945, 0.307, -0.825], [-2.769, 1.632, 0.331], [-2.160, 1.821, -1.335], [-1.202, -1.439, 0.773], [-0.512, -0.173, 1.892]],
  "nbo_charge": [-0.631, -0.669, 0.337, 0.287, -0.863, -0.541, -0.464, 0.389, 0.387, 0.212, 0.218, 0.223, 0.226, 0.229, 0.235, 0.203, 0.223]
}

***

#b
{
  "formula": "C5H10N2",
  "method": "the ωB97M-V functional and the def2-TZVPD basis",
  "charge": 0,
  "homo_lumo_gap_ev": 9.011,
  "species": ["C", "C", "N", "C", "C", "C", "N", "H", "H", "H", "H", "H", "H", "H", "H", "H", "H"],
  "xyz": [[0.884, -1.250, -2.193], [1.152, -0.236, -1.159], [0.193, 0.599, -0.819], [0.514, 1.274, 0.438], [-0.195, 0.671, 1.642], [-1.573, 0.129, 1.591], [-0.422, -0.764, 1.714], [1.701, -1.210, -2.919], [-0.095, -1.252, -2.690], [1.027, -2.197, -1.652], [1.571, 0.921, 0.398], [-0.724, 0.704, -1.267], [0.359, 2.363, 0.407], [0.145, 1.102, 2.583], [-2.215, 0.163, 2.469], [-2.114, 0.170, 0.645], [-0.210, -1.188, 0.813]],
  "nbo_charge": [-0.745, 0.086, -0.578, -0.259, -0.095, -0.271, -0.577, 0.245, 0.177, 0.250, 0.262, 0.370, 0.198, 0.204, 0.202, 0.179, 0.350]
}

***

In terms of stability, #a leads; the second structure lies 49.1 kcal/mol higher.

***

#a
{
  "formula": "C5H10N2",
  "method": "the ωB97M-V functional and the def2-TZVPD basis",
  "charge": 0,
  "homo_lumo_gap_ev": 9.438,
  "species": ["N", "C", "C", "H", "H", "H", "H", "H", "C", "C", "C", "N", "H", "H", "H", "H", "H"],
  "xyz": [[0.728, 1.307, -1.824], [0.333, 1.925, -0.749], [-0.608, 1.292, 0.119], [0.857, -0.427, -1.187], [1.486, 1.791, -2.301], [0.918, 2.741, -0.309], [-1.396, 0.767, -0.408], [-0.948, 1.871, 0.972], [0.326, -0.316, 0.764], [-0.809, -1.213, 1.067], [-1.104, -2.324, 0.400], [1.212, -0.758, -0.199], [2.088, -0.256, -0.140], [0.813, 0.080, 1.657], [-1.482, -0.843, 1.834], [-0.451, -2.718, -0.364], [-1.964, -2.920, 0.667]],
  "nbo_charge": [-0.694, 0.101, -0.520, 0.415, 0.347, 0.155, 0.229, 0.214, 0.027, -0.225, -0.383, -0.833, 0.362, 0.199, 0.201, 0.208, 0.199]
}

***

#b
{
  "formula": "C5H10N2",
  "method": "the ωB97M-V functional and the def2-TZVPD basis",
  "charge": 0,
  "homo_lumo_gap_ev": 9.159,
  "species": ["C", "C", "C", "C", "C", "H", "H", "H", "H", "H", "H", "H", "H", "H", "H", "N", "N"],
  "xyz": [[-2.416, 0.148, -0.395], [-0.149, 0.411, 0.848], [1.046, 1.277, 0.129], [1.166, -1.270, 0.214], [-0.085, -0.747, -0.194], [-1.893, 0.609, -1.323], [-3.096, -0.717, -0.829], [-2.960, 0.918, 0.228], [0.103, 0.155, 1.769], [0.571, 2.034, -0.591], [1.775, 1.636, 1.009], [3.234, -0.050, -0.760], [1.390, -2.245, -0.398], [0.940, -1.441, 1.421], [0.032, -0.195, -1.082], [-1.363, -0.534, 0.520], [1.705, 0.011, -0.564]],
  "nbo_charge": [-0.426, -0.144, -0.264, -0.256, -0.112, 0.181, 0.205, 0.217, 0.168, 0.229, 0.228, 0.298, 0.212, 0.217, 0.218, -0.328, -0.644]
}

***

In terms of stability, #a leads; the second structure lies 178.5 kcal/mol higher.

***

#a
{
  "formula": "C7H15N",
  "method": "the ωB97M-V functional and the def2-TZVPD basis",
  "charge": 0,
  "homo_lumo_gap_ev": 10.214,
  "species": ["C", "C", "C", "C", "H", "H", "H", "H", "H", "H", "H", "H", "C", "C", "C", "N", "H", "H", "H", "H", "H", "H", "H"],
  "xyz": [[1.896, -0.974, -0.173], [0.672, -1.483, -0.080], [0.342, -2.715, 0.719], [-0.999, -2.635, 1.423], [2.118, -0.147, -0.829], [2.750, -1.446, 0.301], [-0.197, -0.977, -0.497], [0.413, -3.603, 0.075], [1.183, -2.853, 1.409], [-1.744, -2.300, 0.695], [-1.298, -3.591, 1.846], [-0.949, -1.868, 2.201], [-2.111, 1.847, -0.791], [-0.990, 1.906, -0.080], [0.399, 1.937, -0.631], [0.734, 3.301, -1.126], [-3.083, 1.804, -0.324], [-2.027, 1.799, -1.872], [-1.074, 1.831, 1.005], [1.115, 1.611, 0.115], [0.439, 1.308, -1.526], [1.661, 3.318, -1.531], [0.748, 3.928, -0.330]],
  "nbo_charge": [-0.411, -0.162, -0.444, -0.600, 0.196, 0.190, 0.196, 0.211, 0.202, 0.203, 0.213, 0.206, -0.375, -0.191, -0.270, -0.826, 0.201, 0.193, 0.192, 0.186, 0.191, 0.352, 0.347]
}

***

#b
{
  "formula": "C7H15N",
  "method": "the ωB97M-V functional and the def2-TZVPD basis",
  "charge": 0,
  "homo_lumo_gap_ev": 8.203,
  "species": ["H", "N", "C", "C", "C", "C", "C", "H", "H", "H", "H", "H", "H", "H", "H", "H", "H", "C", "C", "H", "H", "H", "H"],
  "xyz": [[-1.454, 0.365, -0.916], [-1.049, -0.626, -0.887], [0.071, -0.799, -0.312], [1.157, 0.224, -0.089], [1.217, 0.524, 1.420], [0.897, 1.519, -0.863], [2.484, -0.402, -0.545], [0.240, -1.769, 0.151], [1.411, -0.385, 1.990], [0.275, 0.949, 1.763], [2.014, 1.237, 1.630], [0.834, 1.327, -1.936], [1.709, 2.226, -0.689], [-0.030, 1.994, -0.537], [3.308, 0.287, -0.361], [2.457, -0.629, -1.611], [2.687, -1.325, -0.003], [-2.738, -1.306, -0.078], [-3.120, -0.145, 0.578], [-2.360, -2.160, 0.470], [-3.257, -1.579, -0.990], [-2.827, -0.001, 1.609], [-3.925, 0.472, 0.206]],
  "nbo_charge": [0.384, -0.575, 0.156, -0.130, -0.599, -0.609, -0.594, 0.170, 0.208, 0.217, 0.212, 0.216, 0.215, 0.212, 0.213, 0.214, 0.209, -0.269, -0.618, 0.189, 0.196, 0.186, 0.197]
}

***

#c
{
  "formula": "C7H15N",
  "method": "the ωB97M-V functional and the def2-TZVPD basis",
  "charge": 0,
  "homo_lumo_gap_ev": 8.585,
  "species": ["C", "C", "C", "C", "C", "N", "C", "C", "H", "H", "H", "H", "H", "H", "H", "H", "H", "H", "H", "H", "H", "H", "H"],
  "xyz": [[-1.262, 2.371, -1.760], [-2.009, 1.086, -1.490], [-1.210, -0.203, -1.834], [-0.769, -1.062, -0.665], [-0.195, -0.572, 0.435], [0.359, -1.255, 1.507], [1.393, -0.671, 2.328], [2.826, -1.063, 1.869], [-1.686, 3.204, -1.172], [-0.204, 2.280, -1.547], [-1.398, 2.736, -2.783], [-2.219, 1.007, -0.413], [-2.999, 0.988, -1.937], [-1.745, -0.814, -2.554], [-0.305, 0.093, -2.382], [-0.794, -2.132, -0.840], [-0.006, 0.494, 0.539], [0.153, -2.215, 1.713], [1.330, 0.415, 2.358], [1.283, -1.085, 3.327], [3.573, -0.432, 2.338], [2.885, -1.076, 0.788], [3.001, -2.091, 2.171]],
  "nbo_charge": [-0.611, -0.408, -0.419, -0.301, 0.010, -0.627, -0.200, -0.620, 0.207, 0.203, 0.205, 0.201, 0.206, 0.206, 0.198, 0.195, 0.176, 0.386, 0.189, 0.187, 0.206, 0.211, 0.197]
}

***

In terms of stability, #c leads; the second structure lies 17.4 kcal/mol higher.

***

#a
{
  "formula": "C5H4N2O",
  "method": "the ωB97M-V functional and the def2-TZVPD basis",
  "charge": 0,
  "homo_lumo_gap_ev": 10.298,
  "species": ["O", "C", "C", "C", "C", "C", "N", "N", "H", "H", "H", "H"],
  "xyz": [[-2.438, -0.776, 0.023], [-1.403, -0.192, 0.013], [-1.020, 1.353, 0.048], [0.348, 0.875, -0.144], [1.717, 0.864, 0.038], [2.046, -0.525, 0.053], [0.982, -1.353, -0.022], [-0.054, -0.433, -0.036], [-1.364, 1.819, -0.878], [-1.288, 1.900, 0.951], [2.505, 1.716, 0.025], [3.027, -0.982, 0.075]],
  "nbo_charge": [-0.497, 0.730, -0.515, 0.183, -0.340, -0.006, -0.238, -0.257, 0.231, 0.244, 0.248, 0.218]
}

***

#b
{
  "formula": "C5H4N2O",
  "method": "the ωB97M-V functional and the def2-TZVPD basis",
  "charge": 0,
  "homo_lumo_gap_ev": 8.601,
  "species": ["N", "C", "C", "C", "N", "H", "H", "C", "C", "O", "H", "H"],
  "xyz": [[-0.136, 2.182, -0.985], [-0.176, 0.994, -1.160], [-0.584, -0.196, -1.372], [-0.744, -1.406, -1.536], [-1.249, -2.488, -1.595], [0.116, 2.766, -0.101], [-1.005, -3.428, -1.143], [0.311, 0.115, 1.871], [1.378, 0.546, 1.204], [2.330, 0.935, 0.679], [0.029, 0.525, 2.794], [-0.270, -0.545, 1.343]],
  "nbo_charge": [-0.665, 0.522, -0.547, 0.510, -0.684, 0.437, 0.427, -0.790, 0.729, -0.455, 0.259, 0.257]
}

***

In terms of stability, #a leads; the second structure lies 56.8 kcal/mol higher.

***

#a
{
  "formula": "C5H4N2O",
  "method": "the ωB97M-V functional and the def2-TZVPD basis",
  "charge": 0,
  "homo_lumo_gap_ev": 10.139,
  "species": ["O", "C", "C", "N", "N", "C", "C", "C", "H", "H", "H", "H"],
  "xyz": [[0.485, 2.487, 1.065], [0.162, 1.339, 0.869], [-0.802, 0.352, 1.499], [-0.523, -0.425, 0.232], [-0.686, -1.552, -0.438], [0.257, -1.383, -1.436], [0.939, -0.142, -1.438], [0.332, 0.479, -0.317], [-0.517, 0.011, 2.531], [-1.782, 0.718, 1.649], [0.495, -2.277, -2.070], [1.640, 0.392, -2.146]],
  "nbo_charge": [-0.492, 0.552, -0.285, -0.107, -0.230, -0.057, -0.312, -0.003, 0.231, 0.223, 0.221, 0.258]
}

***

#b
{
  "formula": "C5H4N2O",
  "method": "the ωB97M-V functional and the def2-TZVPD basis",
  "charge": 0,
  "homo_lumo_gap_ev": 9.072,
  "species": ["C", "C", "C", "N", "O", "C", "C", "N", "H", "H", "H", "H"],
  "xyz": [[1.837, -0.930, 0.311], [1.538, -0.073, -0.727], [0.215, 0.323, -0.597], [-0.676, 1.071, -1.194], [-1.784, 0.961, -0.376], [-1.532, 0.158, 0.691], [-0.300, -0.312, 0.548], [0.732, -1.077, 1.083], [2.801, -1.295, 0.707], [2.152, 0.348, -1.456], [-2.330, -0.044, 1.360], [0.708, -1.656, 1.812]],
  "nbo_charge": [0.026, -0.338, 0.078, -0.121, -0.269, 0.085, -0.001, -0.524, 0.222, 0.230, 0.211, 0.399]
}

***

#c
{
  "formula": "C5H4N2O",
  "method": "the ωB97M-V functional and the def2-TZVPD basis",
  "charge": 0,
  "homo_lumo_gap_ev": 10.159,
  "species": ["C", "C", "C", "C", "C", "H", "H", "H", "H", "N", "N", "O"],
  "xyz": [[-1.993, -0.171, -0.256], [-0.029, -0.154, -0.793], [1.310, -0.192, -0.888], [1.870, 0.118, 0.347], [-0.669, 0.080, 0.379], [-2.677, 0.694, -0.311], [-2.620, -1.047, -0.086], [1.981, -0.346, -1.705], [2.945, 0.130, 0.579], [1.194, 0.404, 1.478], [-0.142, 0.371, 1.526], [-1.241, -0.368, -1.529]],
  "nbo_charge": [-0.089, 0.291, -0.286, 0.008, 0.085, 0.205, 0.214, 0.243, 0.217, -0.240, -0.173, -0.475]
}

***

In terms of stability, #b leads; the second structure lies 2.3 kcal/mol higher.